Here is C2H3FSi in the gas phase in a non-equilibrium geometry from OMol25. Energies are from the ωB97M-V functional and the def2-TZVPD basis.

The value obtained for the calculated total energy is -467.08995 Ha. As for the HOMO energy (spin up / spin down): -8.799 / -8.680 eV. The calculation puts the energy above the lowest of the compared OMol25 structures with the same formula, charge and spin at 670.5 kJ/mol. As for the HOMO-LUMO gap (spin up / spin down): 0.25550 / 0.25006 Eh.

Bonds (Å) are listed after each position.
Element x y z (Å)
1 C -0.337 0.504 -0.156  C2 1.622, Si4 2.120, H5 1.106
2 C -1.245 1.804 -0.494  C1 1.622, F3 1.342
3 F -2.490 1.303 -0.487  C2 1.342
4 Si 1.323 -0.741 0.280  C1 2.120, H6 1.451, H7 1.459
5 H -1.066 -0.325 -0.085  C1 1.106
6 H 2.724 -0.385 0.405  Si4 1.451
7 H 1.091 -2.159 0.536  Si4 1.459

Results of the Löwdin charge analysis, in e, for atoms 1 through 5: C -0.30; C -0.12; F -0.09; Si 0.84; H -0.07